{"formula": "CH5FSi", "method": "ωB97M-V/def2-TZVPD", "elements": ["C", "F", "Si", "H", "H", "H", "H", "H"], "xyz": [[-1.72115, 0.45027, -0.27424], [-2.06036, -0.77145, 0.31208], [1.77971, -0.51710, 0.41496], [-1.98663, 0.60965, -1.37107], [-1.69010, 1.30217, 0.37844], [1.41751, -1.36525, -0.68860], [0.97561, 0.65061, 0.56585], [3.28541, -0.35890, 0.66258]], "forces_ev_per_a": [[-0.832, -1.162, -1.169], [0.481, 2.043, -1.051], [1.445, -0.655, 1.021], [0.317, -0.768, 1.707], [0.000, -0.103, 0.482], [-0.080, -0.279, -0.641], [-0.363, 0.884, -0.009], [-0.969, 0.040, -0.341]], "lowdin_charge": [-0.027, -0.110, 0.586, 0.075, 0.035, -0.190, -0.211, -0.159], "homo_ev": [-9.0, -7.6], "gap_ev": [8.434, 7.703], "total_energy_ev": -11708.2248, "relative_energy_kcal_mol": 82.4}

---

{"formula": "CH5FSi", "method": "ωB97M-V/def2-TZVPD", "elements": ["C", "F", "Si", "H", "H", "H", "H", "H"], "xyz": [[-1.11382, -0.46593, 0.04423], [-2.17769, 0.36867, 0.36340], [0.50674, 0.53358, 0.02582], [-1.25018, -1.18758, 0.74615], [-1.46466, -1.01310, -0.93875], [1.40956, -0.17774, -0.91263], [0.97974, 0.83386, 1.28244], [0.23304, 1.59443, -0.78398]], "forces_ev_per_a": [[-0.982, 0.243, -3.184], [-0.660, 1.268, 0.032], [-0.708, -2.859, -1.862], [0.574, -2.514, 2.191], [1.260, 1.215, 1.395], [0.348, -0.325, 0.549], [0.842, 0.440, 2.015], [-0.674, 2.533, -1.137]], "lowdin_charge": [-0.388, -0.155, 0.700, 0.019, 0.113, -0.073, -0.105, -0.112], "smiles": "FC[SiH3]", "homo_ev": -11.2, "gap_ev": 12.306, "total_energy_ev": -11711.4585, "relative_energy_kcal_mol": 7.9}

---

{"formula": "CH5INP", "method": "ωB97M-V/def2-TZVPD", "elements": ["C", "N", "P", "I", "H", "H", "H", "H", "H"], "xyz": [[0.64498, 1.26438, 1.76087], [0.16690, 0.16651, 0.98229], [-1.09430, -0.05211, 0.05182], [-1.11322, -1.49767, -3.89366], [-0.24550, 1.90326, 2.17507], [1.20014, 0.64110, 2.61034], [1.40220, 1.86636, 1.03275], [-0.20762, -2.78901, -4.41459], [-0.75358, -1.50281, -0.30488]], "forces_ev_per_a": [[0.547, -0.027, 0.448], [-0.947, -0.788, -1.501], [1.431, -1.196, 0.630], [0.546, -0.781, -0.344], [1.948, -0.681, -0.609], [-0.773, 2.346, -1.359], [-1.666, -1.163, 2.191], [-0.557, 0.803, 0.342], [-0.529, 1.488, 0.201]], "lowdin_charge": [-0.294, -0.554, 0.706, 0.305, 0.074, 0.095, 0.115, -0.305, -0.141], "smiles": "[H]/P=N/C.I", "homo_ev": -8.6, "gap_ev": 8.303, "total_energy_ev": -19995.1053, "relative_energy_kcal_mol": 76.6}

---

{"formula": "CH5INPS", "method": "ωB97M-V/def2-TZVPD", "elements": ["C", "N", "P", "S", "I", "H", "H", "H", "H", "H"], "xyz": [[0.47009, -0.52861, -1.31890], [0.08364, -0.14323, 1.58510], [-0.54181, 0.24269, 0.07053], [0.51464, 2.93269, -0.02513], [-2.60788, -1.18877, -0.04439], [0.92672, -1.46457, -1.12255], [-0.14018, -0.29684, -2.11494], [1.32786, 0.09260, -1.34912], [-0.71383, -0.21922, 2.25070], [0.68076, 0.57325, 2.06870]], "forces_ev_per_a": [[0.381, 1.052, 3.433], [-0.376, 0.197, 2.096], [0.715, 1.290, -1.072], [-0.778, -1.504, -0.004], [0.777, 0.577, 0.173], [-0.604, -1.478, -0.163], [-1.097, -0.341, -2.221], [0.799, 1.207, -0.198], [0.686, -0.381, -0.676], [-0.502, -0.618, -1.367]], "lowdin_charge": [-0.327, -0.299, 0.290, -0.124, 0.360, 0.035, -0.008, 0.002, 0.023, 0.047], "homo_ev": [-8.6, -8.6], "gap_ev": [6.341, 6.355], "total_energy_ev": -30830.6490, "relative_energy_kcal_mol": 91.3}

---

{"formula": "CH5N2", "method": "ωB97M-V/def2-TZVPD", "elements": ["C", "N", "N", "H", "H", "H", "H", "H"], "xyz": [[0.30402, 0.58358, 0.25620], [-0.65890, 0.96842, -0.44728], [0.43282, -1.45427, 0.67386], [1.18168, 1.10843, 0.59603], [-0.74297, 1.93945, -0.78119], [-1.42135, 0.34405, -0.72005], [1.30112, -1.66455, 0.20024], [-0.39642, -1.82511, 0.22218]], "forces_ev_per_a": [[0.791, -5.935, 0.489], [-0.630, 0.875, -0.340], [-0.530, 4.770, 0.626], [-0.080, 0.464, 0.076], [-0.004, -0.260, 0.294], [0.273, 0.070, 0.021], [0.089, -0.008, -0.602], [0.092, 0.025, -0.562]], "lowdin_charge": [0.152, 0.187, 0.148, 0.122, 0.175, 0.163, 0.029, 0.024], "homo_ev": -15.9, "gap_ev": 10.218, "total_energy_ev": -4087.6763, "total_charge": 1, "relative_energy_kcal_mol": 99.4}

---

{"formula": "CH5N2O", "method": "ωB97M-V/def2-TZVPD", "elements": ["C", "N", "N", "O", "H", "H", "H", "H", "H"], "xyz": [[0.27917, 0.49134, -0.18394], [1.32833, 0.13352, -0.95247], [-0.90964, -0.20364, 0.44472], [1.49774, 0.35898, 0.46010], [0.08904, 1.66137, -0.29469], [1.43075, -1.07649, -1.27856], [-1.78608, -0.23929, -0.12388], [-1.17560, 0.14645, 1.34493], [-0.75372, -1.27224, 0.58379]], "forces_ev_per_a": [[-1.297, 5.622, 1.905], [1.582, -5.733, -3.805], [-0.035, -3.987, -1.609], [-0.316, -0.988, 0.850], [-0.678, -2.676, 0.103], [-0.488, 4.312, 1.727], [0.791, 0.706, -0.001], [0.185, 0.775, 0.888], [0.257, 1.968, -0.058]], "lowdin_charge": [-0.415, 0.079, 0.264, 0.016, 0.216, 0.260, 0.194, 0.162, 0.224], "smiles": "[NH3+][C@@H]1NO1", "homo_ev": -15.2, "gap_ev": 10.810, "total_energy_ev": -6134.1549, "total_charge": 1, "relative_energy_kcal_mol": 113.6}

---

{"formula": "CH5N2O", "method": "ωB97M-V/def2-TZVPD", "elements": ["C", "N", "N", "O", "H", "H", "H", "H", "H"], "xyz": [[-0.27670, 0.10426, -1.07277], [-1.51806, 0.64095, -1.25844], [0.68813, 0.10824, 0.11054], [-1.30418, -0.79420, -0.86502], [0.26465, -0.18264, -1.92105], [-1.97332, 0.97246, -0.41533], [0.31618, 0.31067, 1.05896], [1.42310, 0.82903, 0.05693], [1.11212, -0.76199, 0.24460]], "forces_ev_per_a": [[0.477, -2.567, 1.151], [-1.181, 0.393, 0.345], [-0.904, 3.356, 1.312], [0.021, 0.189, -0.110], [1.202, 0.481, -1.321], [0.138, 0.686, 0.231], [-0.768, -0.093, -0.629], [0.025, -0.263, -0.614], [0.990, -2.182, -0.365]], "lowdin_charge": [-0.348, 0.193, 0.291, 0.035, 0.157, 0.136, 0.197, 0.190, 0.149], "smiles": "[NH3+][C@@H]1NO1", "homo_ev": -15.8, "gap_ev": 11.436, "total_energy_ev": -6135.1688, "total_charge": 1, "relative_energy_kcal_mol": 90.2}

---

{"formula": "CH5N2O", "method": "ωB97M-V/def2-TZVPD", "elements": ["C", "N", "N", "O", "H", "H", "H", "H", "H"], "xyz": [[-0.34842, -0.73879, -0.53648], [-1.66345, -0.88092, -0.09478], [0.55930, 0.30265, 0.10636], [-0.73415, -1.85560, 0.46397], [-0.08149, -0.95844, -1.51029], [-2.00263, -0.25746, 0.64004], [1.56200, 0.10355, -0.16890], [0.42018, 0.29258, 1.07653], [0.23105, 1.20821, 0.02345]], "forces_ev_per_a": [[2.530, 7.261, -4.841], [3.349, -1.751, 1.368], [0.146, -3.252, -1.392], [-4.783, -4.366, 5.135], [0.331, -0.196, -1.695], [-0.747, -0.315, 0.151], [-1.314, 0.766, 0.447], [0.680, -1.230, 2.664], [-0.191, 3.083, -1.838]], "lowdin_charge": [-0.324, 0.207, 0.244, 0.131, 0.100, 0.158, 0.219, 0.136, 0.128], "homo_ev": [-10.4, -17.9], "spin_multiplicity": 3, "gap_ev": [6.197, 9.997], "total_energy_ev": -6129.7566, "total_charge": 1, "relative_energy_kcal_mol": 66.0}

---

{"formula": "CH5N2O2", "method": "ωB97M-V/def2-TZVPD", "elements": ["C", "N", "N", "O", "O", "H", "H", "H", "H", "H"], "xyz": [[-1.21754, 0.07720, 0.96579], [1.64368, 0.57856, -0.57445], [-0.15622, -0.93984, -0.27582], [-0.25096, -0.62849, -1.48383], [1.13825, -0.37686, 0.26449], [-1.80162, -0.81266, 1.46957], [-0.42001, 0.56500, 1.54057], [-1.96097, 0.73596, 0.47831], [0.84520, 0.78941, -1.18889], [2.18019, 0.01172, -1.19574]], "forces_ev_per_a": [[-0.715, -2.330, -0.813], [0.394, 1.085, -0.180], [-1.596, -0.139, 1.407], [-0.862, 0.294, -0.563], [0.825, -0.580, 1.647], [1.322, 1.847, -0.604], [-0.654, -0.223, 0.025], [0.491, -0.077, 0.098], [-0.099, 0.256, -0.060], [0.894, -0.132, -0.956]], "lowdin_charge": [-0.098, -0.062, -0.253, -0.299, -0.351, 0.023, -0.011, -0.017, 0.037, 0.031], "homo_ev": -1.7, "gap_ev": 6.565, "total_energy_ev": -8187.8156, "total_charge": -1, "relative_energy_kcal_mol": 180.0}

---

{"formula": "CH5N2O2", "method": "ωB97M-V/def2-TZVPD", "elements": ["C", "N", "N", "O", "O", "H", "H", "H", "H", "H"], "xyz": [[1.23936, -0.51297, 0.06172], [-1.20629, -0.61541, -0.10879], [0.00499, 0.25250, -0.19979], [-2.18871, 0.14645, 0.15999], [-0.11824, 1.51031, 0.03547], [1.67828, -0.33952, 1.01419], [2.11586, -0.48426, -0.66547], [1.06220, -1.51565, -0.04769], [-2.93222, -0.35247, 0.47311], [0.34477, 1.91102, -0.72275]], "forces_ev_per_a": [[2.089, 0.994, -1.784], [5.344, 3.962, 0.356], [-4.309, -7.041, 0.366], [1.149, 1.525, -0.454], [-0.030, 1.641, -0.136], [-0.251, 0.592, 1.035], [-1.418, 1.282, 0.276], [-1.331, -2.518, 0.161], [-1.173, -1.213, 0.026], [-0.071, 0.775, 0.154]], "lowdin_charge": [0.027, 0.219, -0.164, 0.141, 0.132, 0.103, 0.140, 0.065, 0.158, 0.180], "smiles": "C/[N+](O)=N/O", "homo_ev": [-16.0, -16.0], "gap_ev": [9.144, 9.189], "total_energy_ev": -8180.1596, "total_charge": 1, "relative_energy_kcal_mol": 95.4}

---

{"formula": "CH5N2O3S", "method": "ωB97M-V/def2-TZVPD", "elements": ["C", "N", "N", "O", "O", "O", "S", "H", "H", "H", "H", "H"], "xyz": [[1.17734, 0.84684, -0.23864], [0.56921, -1.44255, 0.06561], [0.31854, -0.23826, -0.62349], [-2.54754, -1.39659, -0.47998], [-1.60032, 1.49553, -0.63532], [-1.03109, 0.34452, 1.46229], [-1.22368, 0.26129, 0.01733], [1.15613, 1.00748, 0.84901], [2.20248, 0.66086, -0.56328], [0.77907, 1.73073, -0.73163], [-0.24396, -2.01064, -0.19548], [0.44383, -1.25922, 1.07360]], "forces_ev_per_a": [[0.928, 0.318, 0.156], [0.476, -0.729, 0.322], [-1.480, 0.287, 0.038], [3.382, 3.600, 1.099], [0.073, -0.051, -0.187], [-0.201, -0.083, -0.123], [-3.835, -3.133, -0.932], [0.205, 0.036, -0.095], [-0.052, -0.082, -0.052], [0.229, 0.123, 0.024], [0.194, -0.185, 0.060], [0.082, -0.101, -0.310]], "lowdin_charge": [-0.177, -0.039, -0.377, -0.588, -0.393, -0.414, 0.668, 0.072, 0.076, 0.069, 0.044, 0.061], "homo_ev": [-4.7, -4.7], "gap_ev": [8.685, 8.686], "total_energy_ev": -21073.0956, "total_charge": -1, "relative_energy_kcal_mol": 93.2}

---

{"formula": "CH5N2OP", "method": "ωB97M-V/def2-TZVPD", "elements": ["C", "N", "N", "O", "P", "H", "H", "H", "H", "H"], "xyz": [[1.40042, -0.18705, 0.19005], [0.46858, 0.79566, 0.18414], [-0.79279, 0.73049, -0.43614], [1.31791, -1.29335, -0.34563], [-1.99260, -0.52765, 0.03021], [2.16152, 0.25176, 0.74489], [0.60946, 1.71059, 0.63760], [-0.69561, 0.70820, -1.51773], [-1.33008, -1.48733, -0.65974], [-1.14681, -0.70133, 1.17236]], "forces_ev_per_a": [[-1.961, -1.164, -1.531], [-1.680, 0.458, -0.514], [-0.408, 0.247, -2.712], [0.222, 1.746, 0.846], [1.342, 1.706, 0.935], [2.582, -0.083, 1.214], [0.286, -1.088, -0.307], [0.048, 0.221, 2.486], [0.373, -1.546, -0.518], [-0.806, -0.498, 0.101]], "lowdin_charge": [-0.369, -0.101, -0.395, -0.009, 0.783, 0.099, 0.142, 0.102, -0.161, -0.092], "smiles": "O=CNNP", "homo_ev": -9.3, "gap_ev": 10.024, "total_energy_ev": -15432.6237, "relative_energy_kcal_mol": 47.7}